(1)
Below is the molecule C5H5BrF2 at a distorted geometry, with properties calculated with wB97M-V/def2-TZVPD.

Last column: Mulliken charge in e.
Positions of all 13 atoms, in Å:
C: 1.1261 1.8499 0.9260  -1.03
C: 0.8657 0.5949 0.5450  0.12
C: -0.2509 -1.0276 -1.2984  -0.94
C: -0.4231 0.0749 0.1209  0.09
C: -0.8416 -1.4346 0.0283  1.13
F: -0.3412 -2.4380 0.7552  -0.29
F: -2.1928 -1.6959 -0.0115  -0.27
Br: -1.8838 1.3353 -0.1773  -0.12
H: 2.0279 2.4231 1.0216  0.28
H: 0.3514 2.6267 1.0380  0.19
H: 1.7668 -0.0099 0.5079  0.23
H: -0.9896 -1.1365 -2.1423  0.27
H: 0.7851 -1.1623 -1.3136  0.33

Properties
Electronic energy = -2967.159924 Ha
HOMO-LUMO gap = 9.93 eV
E_HOMO = -9.3 eV
2S+1 = 1
SMILES = C=C[C@@]1(Br)CC1(F)F
Energy relative to the best compared isomer or geometry (same formula, charge and spin) = 27.3 kcal/mol
LUMO level = 0.0224 Eh

(2)
Below is a structure of composition C31H33Cl5FIN4O5P at a distorted geometry, with properties calculated with wB97M-V/def2-TZVPD.

Last column: Mulliken charge in e.
Positions of all 81 atoms, in Å:
C: 1.4082 -4.5801 3.5228  -0.62
O: 0.8493 -3.6126 2.5610  -0.34
C: 1.8768 -2.5343 2.3812  -0.23
C: 1.5950 -1.4183 3.5928  -0.08
C: 1.6571 0.1026 2.8938  -1.04
N: 0.4200 0.4193 2.0597  0.97
C: 0.6762 0.8374 0.6316  -0.39
C: 1.9133 1.8551 0.3244  -0.02
C: 2.1709 3.0473 1.4169  -0.92
Cl: 3.4980 0.9994 -0.2526  -0.16
C: -0.9032 0.3427 2.5159  -0.77
N: -1.3332 0.1147 3.9629  0.96
C: -0.7449 0.9311 5.0674  -0.69
C: -0.3910 0.0699 6.4579  0.36
O: 0.4597 -0.9461 6.5380  -0.43
Cl: -1.2024 0.5784 8.0889  -0.13
C: -2.8051 -0.2632 4.0941  -1.09
Cl: -3.7237 0.2233 5.6696  0.00
I: -2.3785 -2.3934 4.5916  0.27
C: -3.5210 0.1551 2.6418  1.41
C: -4.4565 -1.1123 2.2940  -0.69
C: -5.6121 -1.5013 3.4132  0.27
O: -6.4055 -0.6747 4.0763  -0.42
F: -5.8171 -2.9772 3.6642  -0.27
C: -4.0496 1.6943 2.7435  -0.27
Cl: -2.8729 3.0252 3.4145  -0.17
C: -5.3309 2.2932 2.3205  0.11
C: -5.6762 3.9246 2.4845  -1.00
Cl: -6.6390 1.2998 1.5280  -0.13
N: -2.2361 0.4639 1.8259  0.48
P: -2.6393 -0.1927 0.2824  0.00
N: -1.8661 0.1878 -1.0656  -0.60
H: 0.5505 -5.3013 3.9195  0.23
H: 2.2794 -5.1680 2.9893  0.28
H: 1.8768 -4.0734 4.4799  0.27
H: 2.9627 -2.9441 2.5318  0.31
H: 1.6895 -1.9868 1.3637  0.10
H: 0.5560 -1.6904 4.0362  -0.12
H: 2.4862 -1.4280 4.3649  0.39
H: 1.9692 0.9410 3.6462  0.38
H: 2.6252 -0.0304 2.2020  0.23
H: 0.6428 -0.0863 -0.1053  -0.11
H: -0.2683 1.5458 0.4169  0.31
H: 1.5851 2.4415 -0.6677  0.40
H: 1.2333 3.7017 1.6680  0.26
H: 2.9664 3.7836 0.9317  0.38
H: 2.6929 2.6478 2.4121  0.19
H: 0.2563 1.5055 4.8170  0.26
H: -1.4418 1.8088 5.4838  0.53
H: -5.1360 -1.0081 1.3119  0.56
H: -3.8668 -2.1197 2.0336  0.41
H: -5.6451 4.2683 3.6028  0.30
H: -4.8362 4.4756 1.8624  0.32
H: -6.6954 4.1625 1.9496  0.33
H: -2.5549 -1.6592 0.3610  0.10
H: -4.0108 0.2541 -0.0349  0.17
H: -1.4760 -0.6991 -1.4814  0.22
C: 0.2636 0.6863 -3.4626  0.03
C: 0.9489 -0.3901 -2.8998  0.22
C: 1.9816 -1.0073 -3.6075  -1.21
C: 2.3225 -0.5544 -4.8878  0.29
C: 1.6209 0.5059 -5.4604  0.22
C: 0.5965 1.1354 -4.7414  -1.06
C: 1.9387 0.9597 -6.8297  0.62
O: 1.3252 1.8933 -7.3320  -0.67
C: 2.9997 0.2669 -7.5876  0.20
C: 3.2719 0.6490 -8.9077  -0.56
C: 4.2828 0.0080 -9.6272  -0.47
C: 5.0289 -1.0071 -9.0291  -0.47
C: 4.7561 -1.3936 -7.7161  -0.55
C: 3.7327 -0.7615 -6.9974  0.20
C: 3.4280 -1.2018 -5.6217  0.56
O: 4.0803 -2.0970 -5.0969  -0.68
H: -0.5352 1.1733 -2.9075  0.51
H: 0.6809 -0.7482 -1.9083  0.14
H: 2.5158 -1.8437 -3.1597  0.47
H: 0.0534 1.9726 -5.1765  0.45
H: 2.6961 1.4428 -9.3810  0.45
H: 4.4890 0.3027 -10.6539  0.40
H: 5.8212 -1.5017 -9.5868  0.40
H: 5.3396 -2.1902 -7.2574  0.45

Properties
Electronic energy = -4835.460586 Ha
Net charge = +1
HOMO-LUMO gap = 6.94 eV
E_HOMO = -11.1 eV
2S+1 = 1
LUMO level = -0.1544 Eh

(3)
Below is a cluster of 2 separate species, C17H30BrF3N2O5P in total at a distorted geometry, with properties calculated with wB97M-V/def2-TZVPD.

Last column: Mulliken charge in e.
Positions of all 59 atoms, in Å:
C: -3.3390 -0.7318 1.2647  -0.70
C: -3.1339 -0.8784 -0.3057  -0.33
O: -1.7750 -1.2207 -0.6204  -0.31
C: -1.0269 -0.1013 -1.1006  -0.65
C: 0.0035 0.4726 -0.0273  1.45
C: 1.5131 0.1533 -0.3609  -0.81
C: 2.5466 1.2400 0.1220  -0.66
C: 2.9263 1.1595 1.6506  -0.92
C: 1.7244 1.1632 2.6297  0.35
N: 1.5241 0.1763 3.5924  0.02
C: 0.3773 0.5176 4.3155  -0.10
P: -0.4367 -0.3529 5.7718  0.26
O: -1.6136 0.7315 6.3061  -0.48
Br: -1.5783 -2.1563 5.0508  -0.13
C: -0.2002 1.7357 3.7947  -0.31
N: 0.7205 2.0724 2.7690  0.41
C: 0.5042 3.3187 2.0004  -0.32
C: -1.0172 3.6354 1.6940  -0.56
C: -1.0911 4.4665 0.3357  -0.59
O: -0.0139 5.4208 0.2308  -0.55
H: -4.1388 -1.4353 1.6323  0.34
H: -3.6833 0.3014 1.5373  0.22
H: -2.3969 -0.9910 1.8109  0.07
H: -3.7581 -1.7681 -0.6128  0.29
H: -3.5296 -0.0097 -0.8931  0.30
H: -1.6445 0.7501 -1.4860  0.33
H: -0.3990 -0.4694 -1.9625  0.20
H: -0.2320 -0.0776 0.9354  -0.12
H: -0.2158 1.5564 0.1561  -0.83
H: 1.8074 -0.8614 0.0131  0.21
H: 1.5899 0.1265 -1.4892  0.50
H: 3.5032 1.0420 -0.4470  0.42
H: 2.2313 2.2695 -0.2164  0.34
H: 3.5595 0.2452 1.7948  0.40
H: 3.5770 2.0404 1.9318  0.31
H: 2.1131 -0.6460 3.7412  0.29
H: -1.2656 1.6432 6.3150  0.37
H: -1.1175 2.2746 4.1047  0.50
H: 1.0361 3.2736 1.0213  -0.27
H: 0.9412 4.1981 2.5511  0.40
H: -1.6618 2.7185 1.6290  0.30
H: -1.3877 4.3254 2.4937  0.46
H: -1.0351 3.8033 -0.5728  0.24
H: -2.0572 5.0436 0.3074  0.36
H: 0.5954 5.1190 -0.4652  0.32
C: -0.4807 -5.1826 -3.4055  -1.24
C: 0.6714 -4.2455 -3.1036  0.20
O: 1.4816 -4.0409 -4.2721  -0.33
C: 1.0135 -3.1571 -5.1619  0.35
O: -0.0106 -2.5463 -5.0419  -0.51
C: 1.9930 -3.0059 -6.3262  0.88
F: 2.4267 -4.1929 -6.7833  -0.24
F: 3.0862 -2.3061 -5.9624  -0.25
F: 1.4504 -2.3655 -7.3680  -0.24
H: -0.1100 -6.1208 -3.8229  0.33
H: -1.0495 -5.3972 -2.4997  0.39
H: -1.1573 -4.7501 -4.1437  0.33
H: 1.3178 -4.6935 -2.3480  0.35
H: 0.3221 -3.2903 -2.7044  -0.02

Properties
Electronic energy = -4366.185820 Ha
Net charge = +1
HOMO-LUMO gap = 8.62 eV
E_HOMO = -12.0 eV
2S+1 = 1
Energy relative to the best compared isomer or geometry (same formula, charge and spin) = 34.6 kcal/mol
LUMO level = -0.1246 Eh

(4)
Below is a structure of composition C24H22B2F4N8OSTi at a distorted geometry, with properties calculated with wB97M-V/def2-TZVPD.

Last column: Mulliken charge in e.
Positions of all 63 atoms, in Å:
Ti: 0.4567 0.5481 -1.0810  0.15
C: -3.5302 0.6251 0.7201  -1.44
C: -2.3496 1.3096 0.4096  -0.35
N: -1.6307 0.6183 -0.4854  -0.24
N: -2.3626 -0.4891 -0.8100  0.50
C: -3.5034 -0.4974 -0.0842  0.03
B: -1.9214 -1.4461 -2.0183  0.83
N: -0.5894 -2.1810 -1.5935  0.49
C: -0.2642 -3.4662 -1.7333  0.09
C: 0.9809 -3.6842 -1.1576  -1.37
C: 1.3605 -2.4501 -0.6580  -0.23
N: 0.4058 -1.5404 -0.9392  0.11
N: -1.6020 -0.4898 -3.2116  0.29
C: -2.2386 -0.2126 -4.3676  0.11
C: -1.6060 0.8103 -5.0304  -1.30
C: -0.5329 1.1425 -4.2077  -0.13
N: -0.5151 0.3552 -3.1135  -0.07
N: -2.9371 -2.5308 -2.2463  0.17
C: -3.7209 -2.9786 -3.2782  -0.07
C: -4.4778 -4.0000 -2.8222  -0.75
C: -4.0993 -4.1348 -1.4792  -0.46
N: -3.1733 -3.2719 -1.0989  -0.93
H: -4.3081 0.9240 1.4053  0.44
H: -1.9747 2.2539 0.8091  0.64
H: -4.1840 -1.3196 -0.1469  0.51
H: -0.9605 -4.1789 -2.1642  0.42
H: 1.4775 -4.6297 -1.0872  0.43
H: 2.2560 -2.1151 -0.1538  0.46
H: -3.1338 -0.7441 -4.6485  0.38
H: -1.8972 1.2142 -5.9974  0.41
H: 0.2618 1.8422 -4.3571  0.51
H: -3.6956 -2.5484 -4.2712  0.35
H: -5.1828 -4.6001 -3.3932  0.42
H: -4.4612 -4.8460 -0.7622  0.50
F: 2.4813 0.5249 -1.6441  -0.36
B: 2.5795 1.7943 -2.4061  0.62
F: 3.6195 2.4938 -1.9123  -0.29
F: 2.5420 1.5174 -3.7101  -0.28
F: 1.2986 2.3566 -1.9996  -0.38
O: 0.9973 1.0754 0.6677  0.20
S: 0.7242 1.8428 2.0284  -0.20
C: 2.1943 2.7860 2.2042  0.59
C: 3.0931 2.9184 1.1645  -0.17
C: 4.1750 3.7430 1.3670  -0.60
C: 4.3404 4.4036 2.5683  -0.35
C: 3.4094 4.2657 3.6075  -0.69
C: 2.3283 3.4299 3.4208  -0.53
C: 0.9535 0.5907 3.2258  0.65
C: 2.1006 -0.2062 3.2368  -0.26
C: 2.2028 -1.1695 4.2139  -0.79
C: 1.1474 -1.3388 5.1228  -0.44
C: 0.0063 -0.5432 5.0892  -0.64
C: -0.1013 0.4293 4.1075  -0.29
H: 2.9444 2.4049 0.2329  0.49
H: 4.9062 3.8524 0.5725  0.51
H: 5.1994 5.0424 2.6983  0.43
H: 3.5483 4.8068 4.5360  0.42
H: 1.5912 3.2854 4.2047  0.47
H: 2.8905 -0.0231 2.5113  0.42
H: 3.0755 -1.8252 4.2429  0.40
H: 1.2206 -2.1050 5.8820  0.40
H: -0.8173 -0.6872 5.7870  0.41
H: -0.9977 1.0458 4.0337  0.36

Properties
Electronic energy = -3137.932897 Ha
Net charge = +1
HOMO-LUMO gap (alpha / beta) = 4.99 / 3.94 eV
E_HOMO (alpha / beta) = -8.1 / -11.7 eV
2S+1 = 4
⟨S²⟩ = 3.783
Energy relative to the best compared isomer or geometry (same formula, charge and spin) = 0.0 kcal/mol
LUMO level (alpha / beta) = -0.1145 / -0.2845 Eh

(5)
Below is the ion H3N2O4P with charge -2 at a distorted geometry, with properties calculated with wB97M-V/def2-TZVPD.

Last column: Mulliken charge in e.
Positions of all 10 atoms, in Å:
N: 0.0210 0.9913 0.6673  -0.62
N: -0.7216 -0.3111 -1.2079  -0.24
O: 1.3866 -1.6606 -1.9829  -0.84
O: 0.9815 -1.4302 0.5000  -0.80
O: -0.7349 -2.7974 -1.0382  -0.83
O: -0.5142 0.9236 -0.7758  -0.31
P: 0.3299 -1.7172 -0.8760  0.81
H: 0.8002 1.7353 0.6523  0.18
H: 0.5464 -0.0542 0.6244  0.47
H: -1.7255 -0.6353 -0.9264  0.19

Properties
Electronic energy = -753.569056 Ha
Net charge = -2
HOMO-LUMO gap = 6.97 eV
E_HOMO = 0.5 eV
2S+1 = 1
SMILES = NONP(=O)([O-])[O-]
Energy relative to the best compared isomer or geometry (same formula, charge and spin) = 9.5 kcal/mol
LUMO level = 0.2748 Eh

Q: Look up the electronic energy of the first one.
A: -2967.159924 Ha